Formula: C19H15N3O3S
Source: the OMol25 dataset
Level of theory: ωB97M-V/def2-TZVPD

Values from the calculation:
Highest occupied orbital energy in hartree: -0.3111
Energy above the lowest of the compared OMol25 structures with the same formula, charge and spin in kJ/mol: 48.7
Strongest force on any atom in eV/A: 1.6
LUMO in Eh: -0.0084
Energy in a.u.: -1521.2065
Gap between HOMO and LUMO in eV: 8.2

Last column: natural (NBO) charge in e.
Cartesian coordinates (Å):
S1 0.4176 -0.1561 3.9923  0.29
O1 -1.1986 0.9768 2.1594  -0.43
O2 -1.8961 3.0802 -0.7370  -0.49
O3 -2.5293 -1.3025 -0.8259  -0.63
N1 0.9332 1.3941 1.8262  -0.27
N2 0.2305 1.9770 0.8366  -0.29
N3 -0.3866 -1.9951 -0.6609  -0.58
C1 0.7483 -2.2841 0.0461  0.28
C2 3.0613 -2.8243 1.4827  -0.23
C3 0.0771 0.8033 2.5913  0.26
C4 -1.0176 1.7147 1.0384  0.44
C5 -0.6978 3.8782 -2.5763  -0.28
C6 -2.1926 2.0867 0.1984  -0.13
C7 -1.0587 2.7900 -1.7847  0.39
C8 -1.5998 -1.6438 -0.1142  0.62
C9 0.7217 -2.2341 1.4549  -0.17
C10 -1.6259 -1.6524 1.3337  -0.30
C11 -0.5254 -1.8847 2.0870  0.06
C12 0.5975 2.4385 -3.9900  -0.25
C13 0.2343 1.3589 -3.2074  -0.18
C14 1.9039 -2.5103 2.1545  -0.15
C15 3.0766 -2.8696 0.0905  -0.17
C16 -0.5941 -1.6509 3.5589  -0.54
C17 -0.5914 1.5241 -2.1078  -0.31
C18 0.1241 3.7009 -3.6700  -0.19
C19 1.9320 -2.6025 -0.6233  -0.27
H1 -1.6174 -1.4728 3.8857  0.24
H2 3.9903 -3.1112 -0.4303  0.22
H3 1.2441 2.2991 -4.8431  0.21
H4 1.9351 -2.6298 -1.7030  0.21
H5 -2.9693 2.5090 0.8455  0.22
H6 -2.5697 -1.3823 1.7837  0.23
H7 0.3995 4.5520 -4.2749  0.21
H8 -0.1539 -2.4554 4.1450  0.24
H9 -1.0747 4.8528 -2.3103  0.22
H10 -2.6001 1.1768 -0.2722  0.23
H11 -0.8667 0.6640 -1.5207  0.21
H12 3.9637 -3.0320 2.0359  0.22
H13 1.9111 -2.4699 3.2316  0.21
H14 0.5971 0.3712 -3.4533  0.20
H15 -0.3333 -1.9846 -1.6733  0.42